{
  "formula": "C27H35FIrN4P2",
  "method": "the ωB97M-V functional and the def2-TZVPD basis",
  "max_force_ev_per_a": 5.19,
  "multiplicity": 6,
  "charge": 2,
  "energy_ha": -2154.92491,
  "symbols": ["Ir", "C", "C", "C", "C", "C", "C", "C", "C", "C", "H", "H", "H", "H", "H", "H", "H", "H", "H", "H", "H", "H", "H", "H", "H", "P", "P", "N", "N", "N", "N", "C", "C", "C", "C", "C", "C", "C", "C", "C", "C", "C", "C", "C", "C", "C", "C", "C", "C", "H", "H", "H", "H", "H", "H", "H", "H", "H", "H", "H", "H", "H", "H", "H", "H", "H", "H", "H", "H", "F"],
  "xyz": [[-0.343, -1.807, -6.019], [-0.847, 1.067, -1.298], [-1.411, 1.511, -2.426], [-1.167, 2.891, -2.986], [-0.030, 2.901, -4.034], [1.291, 2.328, -3.578], [1.792, 2.339, -2.333], [1.081, 2.820, -1.104], [0.124, 1.812, -0.424], [0.730, -1.586, -4.292], [-1.136, 0.093, -0.898], [-2.116, 0.901, -2.990], [-0.920, 3.619, -2.201], [-2.090, 3.269, -3.455], [-0.392, 2.347, -4.915], [0.153, 3.937, -4.353], [1.912, 1.944, -4.395], [2.820, 1.969, -2.152], [0.551, 3.755, -1.302], [1.860, 3.073, -0.373], [0.731, 1.067, 0.107], [-0.406, 2.360, 0.372], [-0.021, -1.378, -3.518], [1.457, -0.767, -4.300], [1.266, -2.528, -4.051], [1.193, -1.408, -7.450], [-1.715, -0.839, -7.444], [2.425, -0.246, -7.067], [2.232, -2.715, -8.075], [-1.814, 0.921, -7.615], [-3.413, -1.305, -7.409], [0.437, -0.851, -9.043], [-1.034, -1.306, -9.083], [3.352, -0.415, -6.023], [4.435, 0.419, -6.251], [4.201, 1.100, -7.497], [2.978, 0.661, -7.968], [2.405, -3.980, -7.520], [3.032, -4.799, -8.451], [3.239, -4.009, -9.639], [2.798, -2.732, -9.352], [-2.252, 1.856, -6.662], [-2.440, 3.089, -7.284], [-2.066, 2.936, -8.653], [-1.671, 1.621, -8.822], [-4.417, -0.658, -8.145], [-5.448, -1.545, -8.409], [-5.120, -2.783, -7.761], [-3.902, -2.601, -7.133], [0.947, -1.222, -9.943], [0.547, 0.246, -9.062], [-1.577, -0.874, -9.941], [-1.142, -2.407, -9.141], [3.166, -1.108, -5.219], [5.309, 0.510, -5.621], [4.854, 1.795, -8.001], [2.456, 0.909, -8.876], [2.031, -4.182, -6.523], [3.304, -5.840, -8.325], [3.616, -4.341, -10.589], [2.790, -1.852, -9.984], [-2.391, 1.569, -5.635], [-2.819, 3.996, -6.829], [-2.079, 3.671, -9.444], [-1.286, 1.128, -9.696], [-4.330, 0.391, -8.364], [-6.322, -1.347, -9.010], [-5.701, -3.697, -7.775], [-3.366, -3.244, -6.458], [-1.678, -2.964, -5.179]],
  "lowdin_spin": [1.519, 0.025, 0.025, 0.009, 0.050, 0.357, 0.357, 0.056, 0.033, 0.331, 0.001, 0.002, 0.003, 0.000, 0.012, 0.023, 0.010, 0.010, 0.019, 0.000, 0.003, -0.001, 0.026, 0.034, 0.041, 0.173, 0.293, 0.029, 0.041, 0.061, 0.084, 0.013, 0.057, 0.002, 0.005, 0.004, 0.005, 0.013, 0.001, 0.007, 0.004, 0.015, 0.003, 0.005, 0.011, 0.346, 0.122, 0.129, 0.344, 0.000, 0.002, 0.008, 0.008, 0.000, 0.000, 0.000, 0.000, 0.006, 0.000, 0.001, 0.000, 0.006, 0.000, 0.001, 0.000, 0.012, 0.002, 0.002, 0.012, 0.223]
}

{
  "formula": "C39H53BMoN8S3",
  "method": "the ωB97M-V functional and the def2-TZVPD basis",
  "max_force_ev_per_a": 4.21,
  "multiplicity": 3,
  "e_above_lowest_ev": 2.435,
  "charge": 4,
  "energy_ha": -3242.09707,
  "symbols": ["Mo", "C", "C", "C", "C", "N", "N", "B", "N", "N", "C", "C", "C", "C", "C", "S", "C", "C", "C", "C", "N", "N", "C", "C", "C", "C", "C", "S", "C", "C", "C", "C", "C", "S", "C", "C", "C", "C", "H", "H", "H", "H", "H", "H", "H", "H", "H", "H", "H", "H", "H", "H", "H", "H", "H", "H", "H", "H", "H", "H", "H", "H", "H", "H", "H", "H", "H", "H", "H", "H", "H", "H", "H", "H", "H", "H", "H", "C", "C", "C", "C", "C", "C", "C", "H", "H", "H", "H", "H", "H", "H", "H", "N", "C", "C", "C", "N", "C", "C", "H", "H", "H", "H", "H", "H"],
  "xyz": [[-0.563, -1.136, 2.480], [3.593, -2.929, 0.911], [2.865, -1.818, 0.308], [3.074, -1.511, -1.050], [2.626, -0.338, -1.682], [1.814, 0.490, -1.066], [1.331, -0.079, 0.136], [0.067, 0.675, 0.469], [0.165, 1.920, 1.230], [0.937, 2.813, 0.529], [1.195, 3.939, 1.108], [0.758, 4.272, 2.438], [0.128, 3.332, 3.198], [-0.327, 3.491, 4.618], [-0.209, 2.130, 2.469], [-1.442, 0.942, 3.158], [2.215, 4.854, 0.455], [1.591, 6.261, 0.233], [2.654, 4.303, -0.931], [3.434, 4.996, 1.356], [-1.164, 0.404, -0.299], [-1.698, 1.655, -0.622], [-2.917, 1.654, -1.052], [-3.584, 0.397, -1.383], [-3.052, -0.843, -1.192], [-3.709, -2.137, -1.581], [-1.795, -0.798, -0.477], [-1.045, -2.179, 0.467], [-3.635, 2.946, -1.197], [-5.088, 2.795, -0.744], [-2.980, 4.096, -0.349], [-3.658, 3.222, -2.720], [1.936, -0.983, 0.948], [1.674, -0.857, 2.720], [3.050, 0.223, -3.075], [2.992, -0.953, -4.062], [4.521, 0.709, -3.008], [2.092, 1.324, -3.521], [4.684, -2.759, 0.830], [3.318, -3.829, 0.332], [3.293, -2.983, 1.972], [3.891, -2.111, -1.513], [0.927, 5.253, 2.882], [-0.415, 4.539, 4.983], [0.370, 3.020, 5.370], [-1.361, 3.073, 4.783], [0.657, 6.186, -0.333], [2.348, 6.883, -0.315], [1.350, 6.709, 1.225], [1.872, 4.494, -1.743], [2.785, 3.198, -0.978], [3.565, 4.808, -1.294], [3.174, 5.536, 2.214], [4.280, 5.469, 0.816], [3.789, 4.044, 1.874], [-4.597, 0.407, -1.832], [-4.294, -1.932, -2.485], [-4.371, -2.574, -0.761], [-2.963, -2.899, -1.875], [-5.195, 2.486, 0.315], [-5.687, 2.040, -1.368], [-5.584, 3.815, -0.791], [-3.141, 3.899, 0.767], [-3.457, 5.069, -0.484], [-1.864, 4.114, -0.487], [-4.134, 2.360, -3.258], [-2.632, 3.395, -3.097], [-4.261, 4.130, -2.828], [3.556, -1.798, -3.606], [3.416, -0.734, -5.027], [1.984, -1.346, -4.129], [5.201, -0.066, -2.608], [4.624, 1.621, -2.327], [4.904, 1.030, -4.003], [0.991, 1.065, -3.396], [2.244, 1.564, -4.578], [2.201, 2.298, -3.064], [-0.701, -3.504, -3.796], [-0.478, -4.898, -3.283], [-0.741, -5.265, -1.967], [-0.421, -6.532, -1.507], [0.366, -7.430, -2.260], [0.732, -7.048, -3.546], [0.337, -5.764, -3.995], [-1.305, -2.874, -3.176], [-1.262, -3.538, -4.749], [0.243, -2.970, -4.053], [-1.183, -4.574, -1.250], [-0.810, -6.895, -0.586], [0.738, -8.380, -1.838], [1.269, -7.763, -4.213], [0.698, -5.547, -5.011], [-2.121, -4.230, 7.661], [-1.808, -3.699, 6.432], [-2.233, -4.275, 5.198], [-2.030, -3.490, 4.058], [-1.201, -2.404, 4.051], [-0.678, -1.933, 5.190], [-1.037, -2.513, 6.430], [-2.251, -5.211, 7.770], [-1.752, -3.754, 8.476], [-2.765, -5.227, 5.094], [-2.478, -3.761, 3.067], [0.003, -1.094, 5.097], [-0.447, -2.179, 7.297]],
  "lowdin_spin": [0.663, 0.001, -0.001, 0.001, 0.000, 0.003, 0.005, 0.075, 0.014, 0.002, 0.002, 0.000, 0.002, 0.000, 0.023, 0.039, 0.000, 0.000, 0.000, 0.000, 0.022, 0.004, 0.004, 0.011, 0.001, 0.000, 0.029, 0.025, 0.000, 0.000, 0.000, 0.000, -0.005, 0.051, 0.000, 0.000, 0.000, 0.000, 0.000, 0.000, 0.001, 0.000, 0.000, 0.000, 0.000, 0.000, 0.000, 0.000, 0.000, 0.000, 0.000, 0.000, 0.000, 0.000, 0.000, 0.000, 0.000, 0.000, 0.000, 0.000, 0.000, 0.000, 0.000, 0.000, 0.000, 0.000, 0.000, 0.000, 0.000, 0.000, 0.000, 0.000, 0.000, 0.000, 0.000, 0.000, 0.000, 0.033, 0.178, 0.013, 0.264, 0.170, 0.010, 0.288, 0.000, 0.010, 0.014, -0.003, 0.012, 0.005, -0.003, 0.008, -0.004, -0.003, 0.000, 0.004, 0.023, 0.004, 0.000, 0.000, 0.000, 0.000, 0.000, 0.000, 0.000]
}